No. 1
DFT (ωB97M-V with the def2-TZVPD basis set) results for a molecular structure, C43H68O2PPtS.

Geometry as ORCA input:
```
! wB97M-V def2-TZVPD RIJCOSX def2/J DEFGRID3
* xyz 3 1
Pt -0.62 -0.03 -0.09
C 2.40 3.79 -2.93
C 2.93 2.38 -2.69
C 3.69 1.87 -3.94
C 1.88 1.36 -2.35
C 2.28 0.11 -1.83
C 1.42 -0.95 -1.69
C 1.98 -2.29 -1.29
C 2.73 -2.21 0.04
C 2.92 -2.82 -2.38
C -0.01 -0.75 -1.98
C -0.39 0.54 -2.58
C 0.54 1.56 -2.64
C -1.72 0.76 -3.25
C -1.54 0.64 -4.77
C -2.33 2.13 -2.91
C -0.82 -1.92 -2.48
C -0.49 -2.50 -3.70
C -1.30 -3.48 -4.25
C -2.45 -3.88 -3.59
C -2.78 -3.33 -2.36
C -1.96 -2.35 -1.80
P -2.16 -1.66 -0.14
C -1.80 -3.04 1.07
C -2.50 -4.35 0.66
C -2.24 -2.65 2.49
C -0.30 -3.33 1.09
C -3.89 -0.98 0.15
C -3.91 -0.10 1.41
C -4.26 -0.10 -1.04
C -4.96 -2.07 0.28
H 3.24 4.48 -3.03
H 1.77 4.14 -2.11
H 1.82 3.85 -3.85
H 3.65 2.39 -1.87
H 3.01 1.82 -4.79
H 4.13 0.89 -3.78
H 4.49 2.57 -4.18
H 3.34 -0.05 -1.63
H 1.15 -2.98 -1.20
H 3.62 -1.59 -0.04
H 3.05 -3.21 0.35
H 2.10 -1.79 0.83
H 3.83 -2.23 -2.44
H 2.45 -2.82 -3.37
H 3.20 -3.85 -2.15
H 0.24 2.51 -3.06
H -2.40 -0.03 -2.94
H -0.85 1.40 -5.15
H -2.50 0.79 -5.26
H -1.16 -0.34 -5.06
H -1.82 2.94 -3.43
H -2.30 2.34 -1.84
H -3.37 2.16 -3.24
H 0.39 -2.16 -4.24
H -1.03 -3.93 -5.19
H -3.09 -4.64 -4.02
H -3.67 -3.67 -1.86
H -3.57 -4.26 0.52
H -2.35 -5.07 1.47
H -2.06 -4.77 -0.24
H -3.31 -2.65 2.62
H -1.86 -1.66 2.77
H -1.83 -3.38 3.18
H 0.05 -3.65 0.11
H -0.11 -4.14 1.79
H 0.27 -2.46 1.41
H -3.11 0.64 1.39
H -3.86 -0.67 2.34
H -4.86 0.45 1.42
H -3.56 0.73 -1.15
H -5.25 0.32 -0.86
H -4.31 -0.66 -1.97
H -4.84 -2.69 1.16
H -5.02 -2.71 -0.60
H -5.92 -1.56 0.37
C -1.10 4.44 1.17
S -1.08 2.86 1.98
C -2.68 2.95 2.77
O -1.25 1.86 0.83
H -1.02 5.22 1.92
H -2.02 4.53 0.60
H -0.24 4.47 0.51
H -2.68 3.81 3.43
H -2.83 2.04 3.35
H -3.44 3.05 2.00
C 2.83 3.65 0.76
C 3.88 2.87 1.57
C 4.63 1.84 0.71
C 3.36 2.17 2.78
C 4.01 2.27 3.97
C 3.58 1.52 5.09
C 2.48 0.63 5.08
C 1.76 0.44 3.94
C 0.58 -0.47 3.89
C 0.96 -1.89 4.34
C -0.53 0.11 4.78
C 2.16 1.23 2.70
O 1.53 1.12 1.68
H 3.34 4.25 0.02
H 2.26 4.33 1.40
H 2.14 2.98 0.25
H 4.61 3.60 1.94
H 3.94 1.12 0.28
H 5.39 1.31 1.29
H 5.15 2.36 -0.09
H 4.87 2.91 4.08
H 4.12 1.64 6.02
H 2.23 0.11 5.99
H 0.23 -0.51 2.85
H 1.28 -1.90 5.38
H 1.76 -2.31 3.73
H 0.09 -2.54 4.26
H -0.22 0.14 5.82
H -1.42 -0.51 4.72
H -0.79 1.13 4.48
*
```

Properties
- Max |F|: 0.86 eV/A
- HOMO-LUMO gap: 5.13 eV
- LUMO energy: -0.4125 Eh
- ΔE to the lowest compared entry with this formula, charge and spin: 0.087 eV



No. 2
DFT (ωB97M-V with the def2-TZVPD basis set) results for a gas-phase ion, C6H4N3O5P (charge -2) in a non-equilibrium geometry.

Geometry as ORCA input:
```
! wB97M-V def2-TZVPD RIJCOSX def2/J DEFGRID3
* xyz -2 1
O 1.78 -1.05 1.31
P 2.62 -1.02 0.10
O 2.31 -1.79 -1.13
O 2.17 0.83 -0.63
N 0.97 1.26 -0.35
N 0.71 2.54 -0.17
N -0.56 2.69 0.13
C -1.14 1.49 0.18
C -2.51 1.09 0.21
C -2.91 -0.23 0.18
C -1.87 -1.21 -0.02
C -0.54 -0.82 -0.23
C -0.14 0.53 -0.10
O 4.23 -1.55 0.51
O 3.99 -0.17 -0.03
H -3.19 1.83 0.30
H -3.90 -0.42 0.27
H -2.23 -2.31 -0.03
H 0.20 -1.67 -0.50
*
```

Properties
- Max |F|: 4.37 eV/A
- HOMO-LUMO gap: 6.64 eV
- LUMO energy: 0.2119 Eh
- SMILES string: [O-]P1([O-])(On2nnc3ccccc32)OO1
- ΔE to the lowest compared entry with this formula, charge and spin: 0.000 eV



No. 3
DFT (ωB97M-V with the def2-TZVPD basis set) results for a single C4H8O2 molecule.

Geometry as ORCA input:
```
! wB97M-V def2-TZVPD RIJCOSX def2/J DEFGRID3
* xyz 0 1
C 0.09 -1.36 0.28
C 0.92 -0.29 1.00
O 0.36 1.01 0.92
C -0.02 1.34 -0.40
C -1.02 0.33 -0.91
O -0.40 -0.94 -0.97
H 0.73 -2.23 0.08
H -0.74 -1.69 0.93
H 0.98 -0.52 2.06
H 1.95 -0.27 0.60
H -0.44 2.35 -0.36
H 0.86 1.35 -1.08
H -1.89 0.31 -0.22
H -1.37 0.57 -1.92
*
```

Properties
- Max |F|: 0.23 eV/A
- HOMO-LUMO gap: 10.46 eV
- LUMO energy: 0.0401 Eh
- SMILES string: C1COCCO1
- ΔE to the lowest compared entry with this formula, charge and spin: 1.558 eV



No. 4
DFT (ωB97M-V with the def2-TZVPD basis set) results for a single C5H11N molecule in a non-equilibrium geometry.

Geometry as ORCA input:
```
! wB97M-V def2-TZVPD RIJCOSX def2/J DEFGRID3
* xyz 0 1
C -0.07 -0.99 -1.93
C -0.44 -0.57 -0.73
C -1.77 0.11 -0.50
C 0.49 -0.76 0.44
C 1.30 0.49 0.79
N 0.77 1.16 1.99
H -0.71 -0.95 -2.80
H 0.87 -1.50 -2.13
H -1.79 0.70 0.40
H -2.59 -0.60 -0.56
H -1.97 0.75 -1.37
H 1.19 -1.58 0.25
H -0.11 -1.02 1.31
H 2.32 0.18 1.00
H 1.50 1.12 -0.09
H 1.21 2.07 2.11
H -0.20 1.38 1.81
*
```

Properties
- Max |F|: 1.16 eV/A
- HOMO-LUMO gap: 10.27 eV
- LUMO energy: 0.0403 Eh
- SMILES string: C=C(C)CCN
- ΔE to the lowest compared entry with this formula, charge and spin: 0.938 eV



No. 5
DFT (ωB97M-V with the def2-TZVPD basis set) results for a molecular structure, C26H28N4O4 in a non-equilibrium geometry.

Geometry as ORCA input:
```
! wB97M-V def2-TZVPD RIJCOSX def2/J DEFGRID3
* xyz 0 1
C 1.75 4.42 0.18
H 2.63 3.91 0.68
O 0.78 3.64 -0.18
C 0.93 2.33 -0.79
C 2.11 1.84 -1.51
C 2.19 0.71 -1.93
C 1.11 -0.24 -1.86
C -0.03 0.23 -1.56
C -0.23 1.45 -0.88
N -1.41 1.70 -0.25
C -1.79 2.12 1.08
O -2.99 2.24 1.33
C -0.59 1.62 1.96
C 0.05 0.50 2.12
C 1.46 0.43 1.47
O 2.12 1.37 1.86
N 1.90 -0.90 1.10
C 3.05 -1.13 0.56
N 3.18 -2.16 -0.17
C 4.15 -2.65 -0.57
C 5.31 -1.96 -0.82
C 5.24 -0.62 0.05
C 4.21 -0.14 0.57
H 4.11 0.75 1.18
H 6.26 0.06 -0.35
H 6.32 -2.32 -1.23
H 4.13 -3.86 -1.15
H 1.21 -1.31 0.89
H -0.02 -0.01 3.21
H -0.52 -0.33 1.55
H -1.04 2.15 2.99
H 0.13 2.53 1.74
C -2.50 1.91 -1.20
H -2.12 2.02 -2.20
H -3.24 2.59 -0.87
C -3.28 0.78 -1.36
O -3.29 -0.06 -2.60
N -4.03 0.26 -0.03
H -3.98 0.88 0.53
C -4.94 -0.83 -0.13
H -4.77 -1.47 -1.06
H -5.98 -0.62 0.31
C -4.36 -2.01 0.82
C -2.89 -2.54 0.55
C -2.07 -2.50 1.52
C -0.51 -3.06 1.37
C -0.13 -3.37 0.14
C -0.95 -3.25 -0.93
C -2.36 -2.59 -0.86
H -3.17 -2.50 -1.56
H -0.72 -3.26 -2.02
H 0.83 -3.55 -0.12
H 0.18 -3.07 2.13
H -2.23 -2.44 2.69
H -4.79 -2.92 0.90
H -4.27 -1.43 2.00
H -0.85 -0.54 -1.54
H 1.25 -1.06 -2.46
H 3.22 0.65 -2.42
H 3.06 2.70 -1.05
H 1.34 5.17 0.59
H 2.17 4.81 -0.74
*
```

Properties
- Max |F|: 17.25 eV/A
- HOMO-LUMO gap: 8.61 eV
- LUMO energy: 0.0017 Eh
- ΔE to the lowest compared entry with this formula, charge and spin: 24.440 eV